[1]
{
  "formula": "C2H3N4O",
  "method": "wB97M-V/def2-TZVPD",
  "orbital_gap_ev": 7.51,
  "e_above_lowest_ev": 1.994,
  "smiles": "Cc1nnnn1[O-]",
  "charge": -1,
  "elements": ["C", "C", "N", "N", "N", "N", "O", "H", "H", "H"],
  "coordinates": [[1.39, -0.05, 0.05], [-0.04, -0.21, -0.28], [-0.66, -1.42, -0.31], [-1.94, -1.12, -0.02], [-2.22, 0.10, 0.14], [-0.90, 0.75, -0.04], [-0.65, 1.97, -0.15], [1.33, -0.36, 1.13], [1.60, 0.96, 0.05], [2.09, -0.62, -0.58]],
  "mulliken_charge": [-0.870, 0.461, -0.444, -0.335, -0.372, 0.645, -0.854, 0.161, 0.351, 0.257]
}

---

[2]
{
  "formula": "C22H24FN3O3",
  "method": "wB97M-V/def2-TZVPD",
  "orbital_gap_ev": 8.74,
  "e_above_lowest_ev": 2.102,
  "elements": ["O", "C", "C", "C", "C", "C", "C", "C", "N", "C", "C", "C", "C", "N", "C", "O", "C", "C", "C", "C", "F", "C", "C", "C", "C", "N", "C", "O", "C", "H", "H", "H", "H", "H", "H", "H", "H", "H", "H", "H", "H", "H", "H", "H", "H", "H", "H", "H", "H", "H", "H", "H", "H"],
  "coordinates": [[0.49, 1.46, -0.14], [0.40, 1.44, -1.36], [0.37, 2.65, -2.20], [0.72, 3.85, -1.75], [0.74, 5.10, -2.61], [0.72, 6.25, -1.60], [1.55, 5.70, -0.44], [1.13, 4.23, -0.35], [0.34, 0.25, -2.05], [0.74, -0.97, -1.39], [2.23, -1.09, -1.36], [3.07, -2.05, -0.50], [4.20, -1.08, -0.97], [5.50, -1.04, -0.34], [5.77, -0.12, 0.66], [6.10, -0.44, 1.79], [5.67, 1.30, 0.28], [5.71, 1.91, -0.94], [5.59, 3.31, -0.69], [5.56, 4.46, -1.49], [5.65, 4.31, -2.83], [5.45, 5.71, -0.94], [5.36, 5.84, 0.46], [5.37, 4.75, 1.30], [5.49, 3.49, 0.71], [5.54, 2.24, 1.27], [4.16, -1.33, -2.48], [2.74, -1.34, -2.70], [3.14, 0.05, -0.86], [0.09, 2.53, -3.25], [1.69, 5.12, -3.16], [-0.06, 5.12, -3.35], [1.10, 7.18, -2.01], [-0.31, 6.43, -1.27], [2.61, 5.77, -0.69], [1.40, 6.24, 0.49], [0.27, 4.11, 0.31], [1.90, 3.56, 0.05], [0.50, 0.30, -3.05], [0.35, -0.95, -0.37], [0.31, -1.83, -1.91], [2.87, -1.95, 0.57], [3.13, -3.09, -0.81], [5.78, -1.96, -0.01], [5.82, 1.43, -1.90], [5.44, 6.57, -1.59], [5.27, 6.83, 0.88], [5.30, 4.87, 2.37], [5.56, 2.01, 2.25], [4.64, -0.53, -3.05], [4.59, -2.30, -2.76], [3.25, 0.92, -1.51], [2.92, 0.34, 0.16]],
  "mulliken_charge": [-0.677, 0.736, -0.840, 0.381, -0.758, -0.825, -0.051, -0.282, -0.194, -1.228, 1.127, -0.751, 0.291, -0.102, -0.105, -0.657, 0.467, -0.977, 1.030, 0.649, -0.363, -0.863, -0.224, -1.190, -0.096, -0.056, -0.881, -0.551, -0.799, 0.341, 0.226, 0.438, 0.363, 0.318, -0.289, 0.424, 0.280, 0.144, 0.288, 0.357, 0.410, 0.340, 0.329, 0.353, 0.603, 0.463, 0.400, 0.433, 0.205, 0.299, 0.338, 0.405, 0.321]
}

---

[3]
{
  "formula": "C15H16ClN5O2",
  "method": "wB97M-V/def2-TZVPD",
  "orbital_gap_ev": 8.85,
  "e_above_lowest_ev": 2.291,
  "smiles": "OCCOCCNc1ncnc2c1cnn2-c1ccc(Cl)cc1",
  "elements": ["O", "C", "C", "O", "C", "C", "N", "C", "N", "C", "N", "C", "C", "C", "N", "N", "C", "C", "C", "C", "Cl", "C", "C", "H", "H", "H", "H", "H", "H", "H", "H", "H", "H", "H", "H", "H", "H", "H", "H"],
  "coordinates": [[-6.21, -3.02, 2.15], [-5.09, -2.19, 1.97], [-3.92, -2.61, 2.87], [-2.68, -2.02, 2.54], [-2.54, -0.64, 2.85], [-2.68, 0.24, 1.61], [-1.72, -0.14, 0.61], [-0.65, 0.60, 0.29], [-0.57, 1.85, 0.76], [0.47, 2.60, 0.40], [1.48, 2.28, -0.37], [1.42, 1.03, -0.85], [0.38, 0.12, -0.55], [0.73, -1.05, -1.26], [1.86, -0.88, -1.90], [2.29, 0.38, -1.66], [3.48, 0.84, -2.23], [3.93, 2.13, -1.99], [5.11, 2.56, -2.57], [5.84, 1.69, -3.37], [7.32, 2.23, -4.08], [5.40, 0.40, -3.60], [4.22, -0.03, -3.03], [-6.49, -2.97, 3.07], [-4.81, -2.30, 0.92], [-5.36, -1.14, 2.16], [-3.75, -3.69, 2.74], [-4.17, -2.41, 3.92], [-3.25, -0.34, 3.62], [-1.52, -0.53, 3.25], [-2.48, 1.29, 1.86], [-3.69, 0.15, 1.19], [-1.70, -1.13, 0.38], [0.48, 3.60, 0.81], [0.22, -1.99, -1.31], [3.35, 2.79, -1.37], [5.47, 3.56, -2.39], [5.98, -0.26, -4.23], [3.85, -1.03, -3.20]],
  "mulliken_charge": [-0.536, -0.307, -0.471, -0.384, -0.515, -0.666, -0.186, 0.247, -0.540, -0.624, -0.429, 0.336, 0.794, -0.585, -1.210, 0.811, 0.707, -0.349, -0.798, 0.342, -0.220, -0.633, -0.535, 0.317, 0.278, 0.233, 0.263, 0.406, 0.379, 0.346, 0.402, 0.268, 0.250, 0.420, 0.452, 0.529, 0.398, 0.410, 0.403]
}

---

[4]
{
  "formula": "C56H54AsBr2N5O7ReS2",
  "method": "wB97M-V/def2-TZVPD",
  "multiplicity": 2,
  "orbital_gap_ev": [6.82, 6.96],
  "elements": ["Re", "C", "C", "C", "C", "C", "C", "Br", "C", "C", "Br", "C", "O", "C", "N", "H", "H", "H", "H", "H", "H", "C", "C", "C", "O", "C", "C", "O", "C", "O", "C", "C", "C", "C", "C", "C", "C", "C", "C", "C", "C", "C", "C", "O", "C", "C", "C", "C", "C", "C", "C", "C", "C", "C", "C", "C", "H", "H", "H", "H", "H", "H", "H", "H", "H", "H", "H", "H", "H", "H", "H", "H", "H", "H", "H", "H", "H", "H", "H", "H", "H", "H", "H", "H", "C", "As", "C", "C", "S", "H", "H", "H", "H", "H", "H", "H", "H", "H", "C", "N", "C", "C", "C", "O", "N", "C", "O", "H", "H", "H", "H", "H", "N", "C", "N", "C", "C", "C", "C", "C", "C", "S", "H", "H", "H", "H", "H", "H"],
  "coordinates": [[-0.34, 0.32, 1.19], [0.02, 1.31, -3.01], [-0.36, 2.51, -2.21], [-0.58, 3.73, -2.88], [-1.00, 4.82, -2.19], [-1.27, 4.70, -0.80], [-1.77, 5.74, 0.00], [-2.07, 7.47, -0.73], [-2.09, 5.53, 1.31], [-1.90, 4.26, 1.87], [-2.51, 4.00, 3.64], [-1.36, 3.20, 1.16], [-1.22, 2.01, 1.73], [-1.03, 3.44, -0.21], [-0.53, 2.38, -0.92], [-0.76, 1.10, -3.75], [0.14, 0.45, -2.37], [0.96, 1.49, -3.54], [-0.43, 3.78, -3.95], [-1.19, 5.76, -2.68], [-2.50, 6.32, 1.91], [-3.26, -4.96, -0.60], [-2.12, -4.37, -1.40], [-1.72, -5.24, -2.58], [-1.00, -4.17, -0.56], [-0.91, -2.81, -0.18], [-1.71, -2.06, -1.26], [-2.46, -3.08, -1.90], [-2.61, -0.92, -0.72], [-1.78, -0.08, 0.03], [-3.18, -0.07, -1.86], [-3.64, 1.20, -1.54], [-4.18, 2.03, -2.51], [-4.29, 1.58, -3.82], [-3.86, 0.31, -4.14], [-3.30, -0.52, -3.17], [-3.81, -1.40, 0.11], [-4.87, -2.08, -0.48], [-6.00, -2.42, 0.25], [-6.09, -2.06, 1.59], [-5.06, -1.34, 2.18], [-3.94, -1.01, 1.44], [0.59, -2.43, -0.08], [0.70, -1.10, 0.40], [1.31, -2.54, -1.43], [1.47, -3.78, -2.05], [2.16, -3.89, -3.24], [2.73, -2.76, -3.83], [2.62, -1.54, -3.19], [1.92, -1.43, -1.99], [1.34, -3.32, 0.92], [0.71, -4.17, 1.82], [1.46, -4.88, 2.75], [2.84, -4.76, 2.80], [3.48, -3.91, 1.90], [2.73, -3.20, 0.97], [-2.97, -5.96, -0.25], [-4.16, -5.04, -1.21], [-3.47, -4.34, 0.27], [-1.42, -6.23, -2.22], [-0.90, -4.78, -3.11], [-2.57, -5.35, -3.25], [-1.35, -2.64, 0.80], [-1.03, -1.61, -1.98], [-3.55, 1.55, -0.51], [-4.52, 3.02, -2.24], [-4.72, 2.22, -4.58], [-3.95, -0.05, -5.16], [-2.96, -1.51, -3.45], [-4.82, -2.36, -1.53], [-6.81, -2.96, -0.22], [-6.98, -2.31, 2.16], [-5.13, -1.03, 3.21], [-3.15, -0.42, 1.90], [1.05, -4.67, -1.59], [2.27, -4.86, -3.72], [3.28, -2.85, -4.76], [3.08, -0.65, -3.61], [1.88, -0.49, -1.48], [-0.36, -4.28, 1.82], [0.96, -5.55, 3.45], [3.42, -5.32, 3.52], [4.55, -3.80, 1.92], [3.22, -2.53, 0.27], [5.43, 4.98, -2.61], [5.01, 3.09, -2.70], [4.96, 2.76, -4.61], [6.60, 2.22, -2.06], [3.32, 2.56, -1.64], [6.32, 5.19, -3.21], [5.60, 5.25, -1.57], [4.58, 5.54, -2.99], [5.95, 2.91, -5.04], [4.26, 3.47, -5.05], [4.61, 1.75, -4.79], [7.47, 2.49, -2.66], [6.44, 1.14, -2.10], [6.74, 2.52, -1.03], [-0.76, 1.65, 6.53], [-1.11, 0.70, 5.47], [-1.91, -0.37, 5.72], [-2.09, -1.34, 4.82], [-1.43, -1.23, 3.54], [-1.36, -2.17, 2.75], [-0.82, -0.02, 3.24], [-0.50, 0.89, 4.23], [0.29, 1.81, 4.10], [-1.49, 1.56, 7.33], [-0.77, 2.66, 6.13], [0.24, 1.44, 6.91], [-2.37, -0.39, 6.71], [-2.69, -2.22, 5.03], [1.78, -1.45, 3.10], [2.25, -0.25, 2.75], [1.61, 0.68, 2.08], [2.38, 1.86, 2.00], [2.00, 3.06, 1.43], [2.85, 4.15, 1.52], [4.09, 4.05, 2.14], [4.50, 2.85, 2.69], [3.63, 1.77, 2.62], [3.85, 0.18, 3.28], [0.96, -1.81, 2.62], [2.45, -2.16, 3.34], [1.05, 3.14, 0.92], [2.54, 5.09, 1.08], [4.74, 4.91, 2.19], [5.46, 2.75, 3.18]],
  "mulliken_spin": [0.792, 0.000, -0.004, 0.002, -0.003, -0.002, -0.002, 0.000, 0.001, -0.013, 0.001, 0.038, 0.018, -0.006, 0.058, -0.001, -0.003, 0.000, 0.000, 0.000, 0.000, 0.000, 0.001, 0.000, 0.001, 0.016, -0.009, 0.000, 0.000, 0.083, -0.003, -0.002, 0.000, 0.000, 0.000, 0.001, -0.004, -0.004, 0.000, 0.000, -0.002, 0.001, 0.012, -0.004, -0.007, 0.001, 0.000, 0.000, -0.001, 0.002, 0.003, 0.001, -0.001, 0.003, -0.002, -0.001, 0.000, 0.000, 0.000, 0.000, 0.000, 0.000, -0.003, 0.002, 0.001, 0.000, 0.000, 0.000, 0.000, 0.000, 0.000, 0.000, 0.000, 0.002, 0.000, 0.000, 0.000, 0.000, -0.012, 0.001, 0.000, 0.000, 0.000, 0.002, 0.000, 0.000, 0.000, 0.000, -0.002, 0.000, 0.000, 0.000, 0.000, 0.000, 0.000, 0.000, 0.000, 0.000, 0.000, -0.002, 0.002, -0.005, 0.033, 0.005, -0.018, 0.022, 0.011, 0.000, 0.000, 0.000, 0.000, 0.000, -0.001, 0.006, -0.030, 0.017, -0.010, 0.000, 0.000, 0.000, -0.001, -0.001, -0.002, 0.001, 0.018, 0.000, 0.000, 0.000]
}

---

[5]
{
  "formula": "C15H20HgN2O",
  "method": "wB97M-V/def2-TZVPD",
  "orbital_gap_ev": 5.68,
  "e_above_lowest_ev": 0.000,
  "elements": ["C", "C", "H", "H", "H", "H", "H", "H", "C", "C", "C", "C", "H", "H", "H", "H", "N", "C", "C", "N", "C", "C", "C", "H", "H", "C", "H", "H", "Hg", "C", "H", "H", "H", "C", "C", "O", "H", "H", "H"],
  "coordinates": [[-4.00, -0.21, 0.67], [-4.30, 1.02, -0.20], [-4.05, -1.13, 0.08], [-4.73, -0.28, 1.49], [-3.01, -0.14, 1.15], [-3.57, 1.15, -1.00], [-5.28, 0.94, -0.67], [-4.32, 1.94, 0.39], [0.35, -2.90, 0.18], [1.30, -3.91, 0.14], [2.54, -3.65, -0.46], [2.75, -2.39, -1.01], [-0.64, -3.07, 0.62], [1.08, -4.87, 0.60], [3.31, -4.41, -0.52], [3.70, -2.13, -1.48], [0.58, -1.67, -0.30], [1.76, -1.40, -0.90], [1.99, -0.01, -1.37], [1.09, 0.92, -0.99], [1.26, 2.20, -1.34], [3.29, 1.70, -2.51], [2.36, 2.64, -2.09], [0.51, 2.92, -1.02], [2.43, 3.70, -2.31], [3.10, 0.36, -2.15], [3.80, -0.41, -2.47], [4.16, 2.00, -3.09], [-0.92, 0.26, 0.40], [-1.47, 2.33, 0.22], [-1.73, 2.49, -0.84], [-0.61, 2.95, 0.50], [-2.32, 2.59, 0.87], [-0.42, 0.19, 3.52], [0.38, -0.09, 2.30], [1.51, -0.41, 2.12], [-0.99, 1.11, 3.33], [0.22, 0.31, 4.41], [-1.13, -0.65, 3.67]],
  "mulliken_charge": [-0.306, -0.808, 0.266, 0.319, -0.209, 0.188, 0.355, 0.241, -0.131, -0.665, -0.514, -0.643, 0.381, 0.379, 0.408, 0.242, -0.143, 0.623, 0.339, 0.113, -0.036, -0.450, -0.851, 0.345, 0.389, -0.641, 0.280, 0.414, 1.130, -1.739, 0.409, 0.470, 0.280, -1.305, 0.512, -0.495, 0.233, 0.384, 0.238]
}